# 1
Formula: C2HBN2S
Source: the OMol25 dataset
Level of theory: ωB97M-V/def2-TZVPD

XYZ file:
```
7
Properties=species:S:1:pos:R:3:mulliken_charge:R:1
B 0.01 0.17 -0.05 0.24
C -1.50 0.87 0.09 0.20
C 0.08 -1.34 -0.05 0.36
N -2.54 1.34 0.14 -0.39
N 0.18 -2.49 -0.01 -0.38
S 1.42 1.21 -0.04 -0.20
H 2.34 0.24 -0.08 0.17
```

## Properties
LUMO energy = -1.7 eV
energy = -16582.0427 eV
Kohn-Sham gap = 10.12 eV
ΔE to the lowest compared entry with this formula, charge and spin = 0.000 eV
HOMO = -11.774 eV


# 2
Formula: C2HBr2NO3P
Source: the OMol25 dataset
Level of theory: ωB97M-V/def2-TZVPD

XYZ file:
```
10
Properties=species:S:1:pos:R:3:mulliken_charge:R:1
C -2.02 -0.43 1.32 0.53
C 2.36 1.27 -0.15 -0.25
N -2.02 -1.20 2.15 -0.45
O -1.52 -1.84 -0.78 -0.56
O -1.27 0.45 -2.06 -0.63
O -1.96 0.40 0.38 -0.29
P -1.27 -0.39 -0.88 0.76
Br 1.05 -0.24 0.20 -0.09
Br 3.94 0.58 -1.13 -0.22
H 2.70 1.40 0.97 0.20
```

## Properties
LUMO energy (alpha / beta) = 3.1 / 1.8 eV
multiplicity = 3
net charge = -1
energy = -159095.0962 eV
Kohn-Sham gap (alpha / beta) = 5.13 / 8.66 eV
HOMO (alpha / beta) = -2.077 / -6.890 eV


# 3
Formula: C2HBr3ClF
Source: the OMol25 dataset
Level of theory: ωB97M-V/def2-TZVPD

XYZ file:
```
8
Properties=species:S:1:pos:R:3:mulliken_charge:R:1
C 0.11 0.84 -0.36 0.07
C -0.25 1.63 0.93 -0.22
F -0.11 1.67 -1.41 -0.19
Cl 1.79 0.27 -0.30 -0.13
Br 0.37 3.50 0.90 0.05
Br -2.30 1.36 0.99 -0.04
Br 0.48 1.04 2.59 0.07
H -0.55 0.06 -0.53 0.40
```

## Properties
LUMO energy = -0.6 eV
energy = -227456.5860 eV
Kohn-Sham gap = 9.73 eV
ΔE to the lowest compared entry with this formula, charge and spin = 0.000 eV
HOMO = -10.314 eV


Number 1 is which compound? C2HBN2S


energy of number 2 (C2HBr2NO3P)? -159095.0962 eV


energy of number 2 (C2HBr2NO3P)? -159095.0962 eV